DFT (ωB97M-V/def2-TZVPD) results for C14H32BiN6O7 as an isolated structure.

As for the net charge: +1. For the electronic energy, the calculation gives -44133.955 eV. The calculation puts the HOMO energy (alpha / beta) at -10.59 / -10.59 eV. Its max |F| is 4.58 eV/Å.

XYZ file:
```
60
Properties=species:S:1:pos:R:3:lowdin_charge:R:1
H -1.97065 -0.20101 -1.62152 0.00
C -2.73276 -3.56349 0.96509 0.01
C -1.23313 1.88777 4.32031 -0.04
H 0.02027 1.77944 6.39799 0.09
H 2.03247 -0.84892 1.99507 0.07
H 0.61370 4.63908 1.13802 0.09
N 0.23664 2.30466 0.15115 -0.07
H 1.65699 -1.46555 5.73457 0.09
H 1.98738 5.07642 0.07337 0.11
H -1.98362 -4.95795 -1.47810 0.10
H -3.28906 -2.95293 1.67646 0.08
N 0.04975 -2.52496 -1.27793 -0.21
H -0.70034 2.66125 3.73947 0.10
H 1.02085 -1.58774 -2.91493 -0.04
H -1.67091 -0.32389 2.00404 0.04
C -1.70784 -2.74823 0.24736 -0.27
H 0.82341 -2.16049 2.01332 0.08
C 0.26831 0.81506 5.96148 -0.04
O 2.98168 1.02069 -2.44570 0.03
O -0.71040 2.84141 0.77216 0.05
H -0.72400 -5.41837 -0.32794 0.10
H 1.22899 -2.83571 4.69697 0.09
N -0.36085 0.77767 4.64810 -0.12
H 1.34610 0.72385 5.89176 0.09
H 2.31956 -2.31879 2.98442 0.10
C 2.41320 2.46541 -0.81310 -0.22
O 0.96461 -0.64970 -3.14245 -0.20
N 0.96091 -1.00246 3.79640 -0.13
H 3.96513 3.91313 -0.51478 0.10
H -1.58153 2.32220 5.26121 0.09
Bi 0.31096 -0.24765 -0.78086 1.77
C 1.55952 -1.61243 2.62386 -0.06
H -0.13133 0.03763 6.60677 0.09
N -1.49971 -1.44289 0.50543 -0.10
C 0.10688 0.04851 3.59496 -0.42
C 1.41385 3.00787 0.02061 -0.19
H -2.25830 -4.39497 1.50828 0.10
C -0.86142 -3.33587 -0.70342 -0.30
O -0.26677 0.34886 2.39652 -0.11
O -3.18988 1.87890 2.13679 -0.07
H -3.51093 1.03055 1.79558 0.04
H -0.82625 1.46265 -1.67166 -0.02
H -1.04464 0.46027 -3.16519 0.09
C 3.67362 3.11156 -1.20464 -0.01
H -0.27372 -4.93536 -1.98061 0.08
H 4.48040 2.36203 -1.26116 0.11
C 1.58178 4.29752 0.73943 0.00
O 0.71286 -3.09217 -2.28509 -0.19
C -0.95817 -4.74074 -1.15674 -0.01
C -1.18752 0.45219 -1.98613 -0.33
O -2.30699 -0.96546 1.56054 -0.10
H -2.56960 2.20616 1.45926 0.02
H -3.43880 -4.00491 0.24685 0.10
H -2.09496 1.57670 3.70404 0.06
H 3.56302 3.52997 -2.22326 0.13
N 2.18288 1.29072 -1.49081 -0.12
H 1.97273 -0.38229 -3.21989 0.10
H -0.06294 -1.86004 5.43644 0.10
C 0.93351 -1.82322 4.99651 -0.05
H 2.28254 4.18624 1.58735 0.12
```